16
Properties=species:S:1:pos:R:3 method="wB97M-V/def2-TZVPD" max_force_ev_per_a=4.29 relative_energy_ev=3.744 lumo_energy_ev=0.454 total_energy_ha=-1062.95813
H -2.03346 0.50563 1.39714
H -2.46134 -2.36596 0.11495
H 1.61107 1.93105 -0.26108
S 2.74053 -1.33157 -0.24052
S -2.66634 -0.92366 -0.41945
C -0.75786 1.11715 -0.41436
H 0.46098 -0.71481 1.61417
C -1.50756 0.14664 0.55701
H -1.18355 1.26344 -1.46437
H -0.05958 -1.62169 0.42046
C 1.56974 0.85714 -0.17025
C -0.09152 -0.61037 0.67012
N 0.41164 0.27671 -0.51512
H -0.65149 2.04092 0.05955
N 2.76793 0.44620 0.05228
H 1.85081 -1.01683 -1.40052